Entry from the OMol25 dataset: a structure of composition C44H70Br54FN4O5 (ωB97M-V/def2-TZVPD).

Computed properties:
LUMO level (eV): -2.55
Charge: +1
F_max (eV/Å): 8.741
E (eV): -3847947.559
2S+1: 1
E_HOMO (Eh): -0.407

Each line ends with the Löwdin charge.
CARTESIAN COORDINATES (ANGSTROEM)
C 4.9784 3.5595 -1.6934  -0.12
O 5.6910 2.5779 -0.8796  -0.23
C 4.7983 1.8105 -0.0164  -0.21
C 5.0158 0.2225 -0.3513  -0.19
C 5.2614 -0.0939 -1.9247  -0.18
C 3.9712 0.2998 -2.8789  -0.15
C 2.9049 -0.9573 -2.8207  -0.18
C 1.3669 -0.4724 -2.4896  -0.14
C 0.7540 -1.5737 -1.4726  -0.11
N -0.5135 -1.1707 -0.7469  -0.01
C -1.6444 -1.2161 -1.7295  -0.18
C -2.4904 -2.6103 -1.4359  -0.09
C -3.2645 -2.9946 -2.8341  -0.19
N -4.5762 -3.3920 -2.8630  0.07
C -2.7119 -0.0158 -1.7174  -0.28
N -2.8703 0.4459 -3.1704  0.05
N -2.4791 1.1023 -0.7515  -0.12
C -3.4013 2.2506 -0.9383  -0.16
C -3.9700 2.6548 0.5651  -0.16
C -3.7041 4.2087 0.9608  -0.15
C -2.6780 4.2175 2.2553  -0.24
O -1.5329 5.1248 2.0662  -0.17
C -1.0255 1.4108 -0.6789  -0.16
C -0.5606 2.8116 -0.0601  -0.11
C 0.9039 3.3229 -0.6443  -0.16
C 0.7698 4.4357 -1.8161  -0.16
C -0.1975 4.0255 -3.0477  -0.23
O 0.3512 3.0162 -3.9498  -0.26
C -0.6674 2.6112 -4.9425  -0.12
C -0.4020 0.0774 0.0890  -0.22
F -1.3507 -0.1394 1.2169  -0.01
C 1.0349 0.3092 0.7823  -0.06
C 1.3305 -0.9690 1.7975  -0.10
C 1.5372 -0.4094 3.3053  -0.50
O 0.8419 -0.8057 4.3505  -0.32
O 2.5817 0.5690 3.5367  0.02
H 3.8652 3.3124 -1.8959  0.06
H 5.5602 3.6218 -2.7138  0.11
H 5.0065 4.6299 -1.2340  0.06
H 5.0743 2.0313 1.0892  0.13
H 3.6714 2.0533 -0.1382  0.09
H 4.1299 -0.3705 0.1197  0.09
H 5.9667 -0.0983 0.2643  -0.01
H 6.2366 0.4414 -2.3052  0.13
H 5.5134 -1.2419 -1.9907  0.12
H 3.4637 1.2907 -2.5669  0.09
H 4.3849 0.2990 -3.9701  0.12
H 2.9475 -1.5714 -3.8224  0.02
H 3.3341 -1.6782 -2.0058  0.10
H 0.8034 -0.5091 -3.5214  0.10
H 1.4384 0.6046 -2.0761  0.09
H 1.6067 -1.9444 -0.7787  0.14
H 0.4600 -2.5056 -2.1298  0.16
H -0.6894 -1.9518 -0.0553  0.18
H -1.2530 -1.3540 -2.8304  0.11
H -1.7039 -3.4695 -1.2824  0.10
H -3.2164 -2.5017 -0.5370  0.14
H -2.7155 -2.9719 -3.8702  0.07
H -4.8466 -3.3623 -1.8439  0.05
H -3.7647 -0.4691 -1.4432  0.16
H -2.9205 -0.3954 -3.8056  0.07
H -3.8226 0.8797 -3.3021  0.09
H -4.3767 2.0124 -1.5523  0.13
H -2.9452 3.1953 -1.4480  0.11
H -3.5721 1.8829 1.3475  0.12
H -5.1393 2.5140 0.5711  0.02
H -3.1289 4.7615 0.1131  0.11
H -4.6602 4.7739 1.2975  0.07
H -3.2409 4.5096 3.2454  0.12
H -2.2200 3.1608 2.4658  0.11
H -0.7292 4.6451 2.4391  0.05
H -0.6094 1.3601 -1.7821  0.15
H -1.2477 3.7246 -0.2182  0.10
H -0.4845 2.6738 1.1070  0.11
H 1.3974 3.8723 0.2734  0.13
H 1.6165 2.4388 -0.8918  0.07
H 1.8368 4.6222 -2.2759  0.04
H 0.4449 5.4744 -1.3711  0.14
H -1.2264 3.6475 -2.6731  0.10
H -0.4255 4.9923 -3.6816  0.14
H -1.7478 2.9001 -4.6367  0.09
H -0.6688 1.4651 -5.1365  0.08
H -0.4873 3.1176 -5.9903  0.11
H 1.9348 0.4076 0.0644  0.10
H 1.0874 1.2450 1.4922  0.14
H 2.3373 -1.4622 1.4608  0.12
H 0.5114 -1.7830 1.7492  0.13
H 3.2667 0.5424 2.7997  0.13
C 0.7483 5.7455 5.5218  -1.58
Br 0.2105 7.5419 5.0149  0.59
Br -0.7824 4.6248 5.9410  0.58
Br 1.8942 4.9285 4.1814  0.56
H 1.3393 5.8345 6.4363  -0.02
C 2.5785 -4.1969 4.9598  -1.51
Br 2.0355 -2.3930 4.4635  1.02
Br 1.0462 -5.3401 5.3066  0.55
Br 3.7816 -4.9780 3.6468  0.53
H 3.1365 -4.1179 5.8966  -0.03
C 8.7099 -1.9461 1.6773  -1.59
Br 8.2318 -0.1311 1.1743  0.63
Br 7.1384 -3.0421 2.0023  0.54
Br 9.9058 -2.7630 0.3824  0.57
H 9.2560 -1.8827 2.6213  -0.02
C 2.5535 -9.2470 4.9761  -1.61
Br 4.1514 -8.8012 5.9876  0.56
Br 2.9857 -10.0512 3.2610  0.56
Br 1.3319 -10.3526 6.0058  0.57
H 2.0357 -8.3079 4.7672  -0.07
C -3.6231 2.6828 7.7117  -1.58
Br -3.4123 0.8829 8.4115  0.54
Br -4.9383 2.7558 6.2841  0.50
Br -4.0124 3.9626 9.1196  0.53
H -2.6637 2.9706 7.2757  -0.09
C 4.3974 7.0405 -3.8341  -1.57
Br 4.2433 7.3943 -1.9296  0.58
Br 6.2330 6.6763 -4.3557  0.55
Br 3.1899 5.6298 -4.4079  0.61
H 4.0925 7.9521 -4.3532  -0.02
C -8.1414 3.0208 2.6763  -1.57
Br -7.7750 2.3663 0.8844  0.60
Br -7.9819 1.6124 4.0044  0.56
Br -7.0386 4.5580 3.1203  0.57
H -9.1803 3.3583 2.6900  -0.02
C 0.8057 -3.7813 -6.0444  -1.55
Br 2.6147 -3.0946 -5.8770  0.61
Br 0.5658 -5.4435 -5.0694  0.58
Br -0.5180 -2.4509 -5.5375  0.60
H 0.6455 -4.0042 -7.1021  -0.05
C 9.7585 8.4923 -5.5766  -1.60
Br 9.9806 6.6873 -4.8920  0.54
Br 8.4856 8.5570 -7.0430  0.54
Br 9.3007 9.7480 -4.1663  0.55
H 10.7255 8.8024 -5.9791  -0.02
C -6.0287 7.3182 6.9477  -1.58
Br -6.4767 8.6283 5.5845  0.56
Br -7.4608 6.0319 7.2122  0.55
Br -4.3329 6.4441 6.5797  0.50
H -5.9104 7.8624 7.8874  -0.02
C -6.5097 -1.7585 9.4169  -1.60
Br -6.9544 -0.4533 8.0481  0.52
Br -7.9440 -3.0409 9.6861  0.56
Br -4.8142 -2.6362 9.0544  0.54
H -6.3913 -1.2101 10.3546  -0.10
C -3.5634 -7.0356 -2.7161  -1.60
Br -1.9572 -6.6504 -1.6911  0.54
Br -3.1501 -7.8788 -4.4171  0.55
Br -4.8446 -8.0724 -1.6879  0.56
H -4.0360 -6.0766 -2.9414  -0.06
C -1.1131 -11.0709 -6.8944  -1.60
Br -2.9729 -10.6413 -7.2580  0.55
Br -0.0385 -9.4717 -6.6430  0.52
Br -0.9341 -12.3035 -5.4033  0.57
H -0.7245 -11.5808 -7.7788  -0.02
C 3.0822 -2.2303 -9.6473  -1.60
Br 2.1851 -0.8232 -8.6521  0.52
Br 1.8936 -3.7224 -10.0179  0.58
Br 3.9167 -1.5516 -11.2647  0.57
H 3.8834 -2.6113 -9.0098  -0.03
C 3.9216 -6.2708 9.1851  -1.61
Br 2.0408 -5.9233 8.8437  0.54
Br 4.9241 -4.6267 9.4451  0.55
Br 4.1714 -7.5108 10.6599  0.57
H 4.3244 -6.7526 8.2911  -0.07
C -5.2341 0.1390 13.1310  -1.59
Br -5.6780 1.4504 11.7679  0.55
Br -6.6695 -1.1444 13.3920  0.58
Br -3.5393 -0.7376 12.7640  0.56
H -5.1160 0.6824 14.0713  -0.02
C -9.3802 -8.3774 -1.4236  -1.61
Br -8.8812 -6.9889 -0.1592  0.54
Br -8.3231 -8.2853 -3.0512  0.53
Br -9.3144 -10.1447 -0.6191  0.56
H -10.4192 -8.1935 -1.7065  -0.03
C 3.2148 2.5060 -13.0124  -1.61
Br 3.0715 2.8702 -11.1091  0.54
Br 5.0338 2.0573 -13.5270  0.55
Br 1.9472 1.1495 -13.5854  0.54
H 2.9533 3.4289 -13.5350  -0.03

Forces on the atoms, in the same order (eV/Å):
0.5526 1.0998 -1.0298
-2.5596 0.2345 0.2402
0.1027 -1.0640 0.0685
0.9248 0.4674 0.7138
0.1115 0.0858 0.2446
0.7632 -1.8713 -0.1774
0.4673 0.0741 0.0556
0.9281 -0.8736 -0.7363
1.9016 -0.8726 -1.9821
0.5890 -0.6798 0.8564
-2.8453 -1.2398 -1.3074
0.8519 -0.0186 -1.8028
-3.6646 -1.1262 0.4127
5.4291 1.7238 1.5019
-2.0902 -0.0963 -0.5075
-0.5982 -0.7867 0.0888
0.5082 -0.4353 -1.8079
-1.7142 1.1832 1.2047
-1.3386 0.3766 -0.4100
1.4893 -0.5008 1.3575
-0.0709 -0.4913 0.8131
0.3285 -1.6024 0.5678
0.7018 -0.6679 -1.7616
1.0297 0.0771 0.9121
-0.2881 0.5734 1.2666
0.8079 -0.4061 -0.7675
-0.7407 1.2449 -0.0497
-1.6505 0.0660 0.0786
-0.5135 0.0611 -1.2000
-0.6218 3.3466 2.2392
2.1539 -0.1856 -2.1661
0.4310 -0.9751 1.2769
0.9691 0.5542 -0.1337
-1.4238 0.4629 2.5862
0.7752 6.3961 -5.9074
-1.5489 -2.3750 -1.7899
1.8380 0.1160 0.3551
-1.2578 -0.1461 1.9183
0.0158 -1.9292 -0.5505
-0.4177 -0.4295 -1.7068
1.8384 0.0324 -0.0884
1.2639 0.8204 -0.9735
-2.1120 0.4392 -1.4969
-2.0494 -0.8077 0.9358
-0.7221 2.1345 -0.0904
1.0144 -1.5949 -0.6889
-0.9121 0.5983 1.9689
-0.2355 1.4184 2.1337
-1.0857 1.2071 -1.2541
0.8091 0.4110 2.2078
-0.4667 -1.8884 -0.6747
-1.8349 0.8794 -0.6978
0.5018 1.7307 1.3808
0.0886 1.0619 -0.6784
-0.2817 0.6378 2.4107
-1.4965 1.4294 -0.0753
1.2824 -0.2305 -1.6089
-0.7992 0.0070 2.2366
-0.1805 -0.1326 -1.1572
2.1159 0.6691 -0.0494
0.1492 1.0540 0.9828
1.4103 -0.5218 0.4237
2.2008 -0.0500 1.0058
-0.5842 -1.8131 0.8271
-0.4849 1.6160 -1.4886
2.4148 0.1475 -0.1352
-1.2776 -0.8035 1.4100
1.6514 -1.0423 -0.9736
0.9223 -0.4111 -1.9106
-1.1441 1.6891 -0.5833
-1.5988 1.1063 -0.6139
-0.4399 0.1946 1.8850
0.7074 -1.9248 0.1563
-0.1783 0.3403 -2.2542
-0.7642 -1.0405 -1.7951
-1.3536 1.5376 0.0866
-2.0703 -0.3747 0.9859
0.3311 -2.1772 -0.8286
1.5898 0.5791 -0.3818
0.4839 -1.6659 1.2353
1.8777 -0.4757 -0.1941
0.3091 1.9484 0.6802
-0.0704 -0.7717 2.1060
-1.7893 -0.2038 0.8733
-0.7216 -1.6138 -1.8392
-1.7861 0.8369 0.8023
1.3654 1.4953 0.5634
-1.2661 -0.0842 1.0884
0.0286 0.2722 0.1839
0.1030 -0.5440 0.0838
0.2536 0.2087 -0.2164
-0.2988 0.1046 0.1827
-0.2075 -0.0825 -0.3556
0.9254 -0.2800 0.3453
2.0106 -5.6468 1.4838
0.2511 0.2965 -0.2949
-0.1443 -0.0345 0.1147
-0.1535 -0.2815 -0.2388
0.1857 -0.0702 0.1186
0.4629 -0.3692 0.2001
0.2578 0.2638 -0.0972
-0.3581 0.2273 0.2884
-0.2239 -0.0175 -0.3552
-0.2016 0.1551 -0.0337
-0.2926 -0.1262 -0.2094
-0.0562 0.1628 0.4313
0.3448 0.2529 -0.2412
0.2180 -0.3121 0.0898
0.1571 -0.0198 -0.0007
-0.0235 0.4451 -0.1659
0.1908 -0.1192 0.2578
0.0590 -0.4659 -0.1274
-0.3558 -0.1268 0.2016
0.0955 0.1849 -0.1513
-0.0050 -0.0761 -0.3930
-0.4438 0.0310 0.1940
0.3046 0.2405 0.0523
0.0945 -0.3475 0.2102
-0.1312 0.0830 0.1350
-0.2404 0.1000 0.3567
0.0416 0.3208 -0.3204
-0.1951 -0.3663 -0.0342
0.3961 -0.1316 -0.0375
0.1849 -0.3343 -0.1732
-0.4332 -0.4109 -0.0315
-0.0017 0.4759 -0.1447
0.2729 -0.0886 -0.0878
0.0325 0.1714 0.3257
0.1345 0.1306 -0.0660
-0.1232 0.3701 -0.1310
0.2686 -0.0343 0.3557
0.0541 -0.3403 -0.3233
-0.3712 -0.1337 0.1572
0.0038 0.0631 0.1537
0.0970 -0.3494 0.2604
0.3501 0.2504 -0.1129
-0.3503 0.4423 -0.1728
-0.0421 -0.2077 -0.3654
-0.0335 0.0830 0.1373
0.0445 -0.3170 0.2754
0.3701 0.2956 -0.0980
-0.3765 0.1827 0.0455
-0.0401 -0.1709 -0.3230
-0.3598 0.0528 -0.1680
-0.1825 -0.0439 -0.1554
-0.0156 0.1567 0.4433
0.4801 0.2695 -0.2243
0.1869 -0.3138 0.0863
0.0355 -0.1883 -0.0981
0.4195 -0.0431 0.1396
-0.2474 -0.2827 -0.0137
-0.0688 0.3650 -0.3349
-0.1458 0.2144 0.3355
0.2739 0.0110 0.0104
0.0835 -0.1547 -0.3863
0.1799 0.3205 0.1093
-0.2892 -0.1533 0.4243
-0.3252 0.1229 -0.2163
0.0610 -0.1593 -0.0714
0.4858 -0.0556 0.1482
-0.2516 -0.3299 -0.0459
-0.0787 0.3400 -0.3467
-0.1825 0.1753 0.3213
0.0537 0.1169 0.2132
0.0947 -0.3629 0.2134
0.3201 0.2484 -0.1633
-0.4304 0.1802 0.0016
-0.0492 -0.2131 -0.3602
-0.1989 -0.0283 -0.0676
-0.0444 -0.3189 -0.2681
-0.2883 -0.0399 0.3617
0.0533 0.4448 -0.1874
0.4046 -0.0626 0.1181
-0.0487 0.1262 -0.1169
0.0506 -0.1404 -0.3942
-0.4275 0.0422 0.1673
0.3087 0.2875 0.1608
0.1047 -0.3572 0.2079